No. 1
15
Properties=species:S:1:pos:R:3:forces:R:3 method="wB97M-V/def2-TZVPD" de_lowest_kcal_mol=43.5 e_homo_ev=-8.813 e_tot_ev=-31711.5359
C 0.400650 -0.318472 0.243605 0.8 0.3 -3.3
C 1.557690 0.577190 -0.284641 -0.3 -2.8 2.7
C -1.936320 -0.057776 0.818537 -0.8 2.0 -2.2
C -0.957364 -0.034730 -0.394543 -0.4 -1.3 1.0
O 2.723229 -1.797525 0.030392 0.1 -1.0 -0.2
O 1.440672 1.610373 -1.109412 -0.9 0.5 -0.9
S 1.675077 -1.286648 -0.877528 -0.2 1.7 1.1
Cl 2.770919 0.896934 0.896232 0.4 0.1 0.1
H 0.301127 -0.875885 1.164869 0.8 0.6 0.4
H -2.118602 -1.042010 1.106997 -0.5 -1.8 0.3
H -2.905741 0.451767 0.534587 1.0 -0.6 0.6
H -1.444155 0.406259 1.643701 0.0 0.8 0.6
H -0.964504 0.904206 -0.907497 -0.1 0.8 -0.1
H -1.289092 -0.774872 -1.146001 0.3 0.1 0.3
H 0.746417 1.341184 -1.719301 -0.2 0.5 -0.6



No. 2
16
Properties=species:S:1:pos:R:3:forces:R:3 method="wB97M-V/def2-TZVPD" de_lowest_kcal_mol=17.5 charge=+1 e_homo_ev=-14.331 smiles="C=CC[C@]([NH3+])(O)Br" e_tot_ev=-77865.6637
C -2.071245 0.855996 -0.254741 0.4 -1.2 0.7
C -1.255758 0.447505 0.718899 -1.9 -0.3 1.7
C 0.193694 0.717108 1.003885 -0.3 -0.5 -1.0
C 1.108006 -0.155739 0.149499 0.9 -3.3 -0.2
N 0.481066 -0.685829 -1.316787 2.7 -0.6 1.6
O 1.165010 -1.428780 0.789951 1.3 0.9 -0.3
Br 2.962354 0.540452 -0.241141 -1.7 -0.4 0.1
H -3.107930 0.535372 -0.283859 0.1 0.2 0.3
H -1.744189 1.386464 -1.098201 0.5 0.9 -1.1
H -1.765610 -0.026609 1.593904 0.5 0.1 -1.0
H 0.428653 0.335512 1.995063 0.0 0.3 0.1
H 0.370560 1.772725 0.965369 0.5 0.5 -0.3
H -0.457482 -1.004677 -1.266698 -1.5 0.3 0.5
H 0.613236 0.101358 -1.900170 -0.1 0.7 -1.5
H 1.005748 -1.555575 -1.629652 -0.2 1.7 0.4
H 2.073886 -1.835280 0.774679 -1.1 0.7 -0.1



No. 3
11
Properties=species:S:1:pos:R:3:forces:R:3 method="wB97M-V/def2-TZVPD" de_lowest_kcal_mol=71.0 charge=-1 e_homo_ev=-2.265 e_tot_ev=-15068.3276
C -0.335367 -0.882871 1.507743 0.3 1.8 1.4
S -0.988974 0.919042 1.436219 0.3 -1.3 -0.7
H -1.164214 -1.420700 1.967275 0.5 -0.3 0.4
H -0.292896 -1.165739 0.425200 1.1 0.2 1.1
H 0.606598 -0.719442 2.214834 -1.8 -1.3 -2.0
H -0.709660 0.721471 0.133823 0.0 1.0 -0.4
C 1.511157 -0.628341 -2.569799 -3.2 0.7 0.7
O 0.642205 -0.086654 -1.575104 1.8 -0.4 -0.1
H 1.364143 -0.004617 -3.461316 -0.5 -0.5 -0.9
H 2.579245 -0.661142 -2.622508 1.7 0.4 1.6
H 1.247988 -1.694004 -2.663645 -0.1 -0.2 -0.9



No. 4
111
Properties=species:S:1:pos:R:3:forces:R:3 method="wB97M-V/def2-TZVPD" de_lowest_kcal_mol=12.7 s2=6.079 multiplicity=5 e_homo_ev="-6.794 / -7.883" e_tot_ev=-174948.0671
Co 1.783637 0.409954 -0.791248 0.1 0.3 -0.1
C -0.949677 0.960092 6.005871 0.0 0.0 0.0
C -1.790975 0.389608 4.856516 0.0 0.0 0.0
C -2.798251 1.452229 4.396462 0.0 0.0 0.0
C -2.571636 -0.817326 5.375626 0.0 0.0 0.0
C -0.870265 0.018926 3.695213 0.0 0.0 0.0
C -0.172350 1.014531 3.020295 0.0 -0.1 0.0
C 0.637536 0.681282 1.953078 -0.1 0.0 0.1
Se 1.577803 2.048417 0.990529 0.3 -0.2 -0.2
C 0.181106 2.789066 -0.092395 -0.2 0.1 0.0
C -0.815041 3.565585 0.477987 0.0 0.0 -0.1
C -1.840283 4.047931 -0.318192 0.0 0.0 0.0
C -1.785783 3.734462 -1.677837 0.0 0.0 0.0
C -0.790960 2.981425 -2.291516 -0.1 0.0 0.0
C 0.236588 2.489684 -1.458335 0.2 -0.1 -0.2
O 1.239459 1.739622 -1.939743 -0.3 0.0 0.1
C -0.940620 2.711868 -3.801131 0.0 0.0 0.1
C 0.210237 1.946521 -4.464578 0.0 0.0 0.0
C -2.220753 1.888232 -4.015162 0.0 0.0 0.0
C -1.066396 4.055104 -4.536169 0.0 0.0 0.0
C -3.006327 4.865784 0.232034 0.0 0.0 0.0
C -4.314912 4.098975 -0.001889 0.0 0.0 0.0
C -3.073502 6.219601 -0.486367 0.0 0.0 0.0
C -2.863180 5.122033 1.731987 0.0 0.0 0.0
C 0.829868 -0.641275 1.520701 0.2 -0.1 -0.2
O 1.626345 -0.901054 0.483036 -0.2 0.0 -0.1
C 0.157201 -1.668845 2.205878 -0.1 0.0 0.1
C -0.672735 -1.289046 3.263498 0.0 0.0 0.0
C 0.227934 -3.171289 1.870985 0.0 0.1 0.0
C 1.164705 -3.568254 0.721936 0.0 0.0 0.0
C 0.712010 -3.927818 3.118183 0.0 0.0 0.0
C -1.182245 -3.650249 1.492258 0.0 0.0 0.0
H -1.585466 1.222570 6.854439 0.0 0.0 0.0
H -0.415498 1.859601 5.695164 0.0 0.0 0.0
H -0.212048 0.229961 6.344243 0.0 0.0 0.0
H -3.489964 1.694034 5.206219 0.0 0.0 0.0
H -3.379586 1.094395 3.544461 0.0 0.0 0.0
H -2.302029 2.377031 4.098760 0.0 0.0 0.0
H -3.245109 -0.500049 6.173605 0.0 0.0 0.0
H -1.910927 -1.581951 5.787968 0.0 0.0 0.0
H -3.176358 -1.273635 4.589823 0.0 0.0 0.0
H -0.262666 2.053522 3.314147 0.0 0.0 0.0
H -0.786367 3.765733 1.540101 0.0 0.0 0.0
H -2.591362 4.094397 -2.305789 0.0 0.0 0.0
H 0.307272 0.932225 -4.085367 0.0 0.0 0.0
H 1.169653 2.443243 -4.333123 0.0 0.0 0.0
H -0.007575 1.891120 -5.534543 0.0 0.0 0.0
H -2.174378 0.952518 -3.454765 0.0 0.0 0.0
H -2.332086 1.645241 -5.074297 0.0 0.0 0.0
H -3.113703 2.430570 -3.698172 0.0 0.0 0.0
H -0.153770 4.643030 -4.421986 0.0 0.0 0.0
H -1.901258 4.656267 -4.175790 0.0 0.0 0.0
H -1.222776 3.875095 -5.601751 0.0 0.0 0.0
H -4.479643 3.902489 -1.061987 0.0 0.0 0.0
H -5.164596 4.676104 0.369724 0.0 0.0 0.0
H -4.297718 3.139237 0.518304 0.0 0.0 0.0
H -3.242304 6.098225 -1.556943 0.0 0.0 0.0
H -2.143826 6.775778 -0.354849 0.0 0.0 0.0
H -3.892440 6.820144 -0.084619 0.0 0.0 0.0
H -2.850673 4.189801 2.300748 0.0 0.0 0.0
H -3.711857 5.711526 2.082898 0.0 0.0 0.0
H -1.953354 5.679572 1.963149 0.0 0.0 0.0
H -1.206497 -2.078217 3.773627 0.0 0.0 0.0
H 2.187372 -3.231009 0.877074 0.0 0.0 0.0
H 0.826321 -3.176503 -0.236045 0.0 0.0 0.0
H 1.160721 -4.661089 0.663760 0.0 0.0 0.0
H 1.746093 -3.661837 3.347636 0.0 0.0 0.0
H 0.674326 -5.003682 2.934638 0.0 0.0 0.0
H 0.105182 -3.717854 3.999468 0.0 0.0 0.0
H -1.540842 -3.119108 0.608219 0.0 0.0 0.0
H -1.902432 -3.498126 2.297897 0.0 0.0 0.0
H -1.159298 -4.717632 1.261202 0.0 0.0 0.0
S 3.907144 0.168051 -1.803205 0.2 0.3 0.4
C 3.296506 -0.822931 -3.002479 0.0 -0.7 -0.4
N 4.176756 -1.255280 -3.983085 -0.4 0.1 0.1
N 3.872153 -2.401726 -4.567718 0.1 -0.1 0.0
C 3.498072 -3.632136 -3.990634 0.0 0.2 0.0
C 3.148961 -4.652138 -4.872597 -0.1 -0.1 0.0
C 2.777694 -5.893042 -4.386110 0.0 0.0 0.0
C 2.761073 -6.127986 -3.017434 0.0 0.0 0.0
C 3.135424 -5.114658 -2.145694 0.0 0.0 0.0
C 3.511361 -3.867159 -2.617658 0.0 0.0 -0.1
N 2.018141 -1.232030 -3.105500 0.2 0.1 0.1
N 1.245848 -0.857775 -2.121433 -0.2 -0.1 0.0
C -0.094912 -1.249194 -2.196133 0.2 0.1 0.1
C -0.531504 -2.191981 -3.131374 -0.1 0.0 0.0
C -1.866313 -2.555675 -3.160396 0.0 0.0 0.0
C -2.779871 -1.995450 -2.274840 0.0 0.0 0.0
C -2.344111 -1.059967 -1.346079 0.0 0.0 0.0
C -1.011493 -0.688409 -1.301756 -0.1 0.0 0.0
H 4.209793 -2.463155 -5.516470 0.1 0.0 0.0
H 3.149846 -4.461263 -5.939740 0.0 0.0 0.0
H 2.497036 -6.675486 -5.078740 0.0 0.0 0.0
H 2.474234 -7.098065 -2.634646 0.0 0.0 0.0
H 3.142986 -5.290514 -1.077790 0.0 0.0 0.0
H 3.827116 -3.107137 -1.918501 0.0 0.1 0.0
H 0.185126 -2.627098 -3.812621 0.0 0.0 0.0
H -2.197401 -3.288759 -3.885020 0.0 0.0 0.0
H -3.821545 -2.285579 -2.309740 0.0 0.0 0.0
H -3.041674 -0.612139 -0.649669 0.0 0.0 0.0
H -0.701506 0.051672 -0.573556 0.0 0.0 0.0
N 4.955834 0.275037 4.033485 0.0 0.0 -0.1
C 4.988291 -1.036976 3.386782 0.0 0.0 0.1
C 4.617890 -0.972621 1.906953 -0.2 0.0 -0.1
O 4.568426 -1.947984 1.212461 0.1 0.0 0.0
O 4.342178 0.259159 1.461160 0.1 0.1 0.2
H 5.842303 0.523093 4.447436 0.0 0.0 0.0
H 4.242789 0.340429 4.745345 0.0 0.0 0.0
H 4.495628 0.848528 2.233855 0.0 0.0 0.0
H 4.294786 -1.743437 3.844980 0.0 0.0 0.0
H 5.979817 -1.486781 3.443426 0.0 0.0 0.0



No. 5
16
Properties=species:S:1:pos:R:3:forces:R:3 method="wB97M-V/def2-TZVPD" de_lowest_kcal_mol=20.8 e_homo_ev=-9.292 smiles="C=CCC(=C)C" e_tot_ev=-6382.9572
C -1.485076 -1.371050 -1.378790 0.1 0.0 0.0
C -0.222727 -0.977228 -1.245511 -0.2 0.0 -0.1
C 0.528705 -0.881601 0.057766 0.0 -0.1 0.0
C 0.615945 0.567688 0.505991 0.1 0.1 -0.1
C 1.533980 1.399715 0.018270 0.0 -0.1 0.1
C -0.450065 0.992945 1.476533 0.0 0.0 0.0
H -2.077426 -1.695031 -0.525327 0.1 0.0 -0.1
H -1.974895 -1.383366 -2.348466 0.1 0.0 0.1
H 0.329372 -0.647698 -2.125519 -0.1 0.0 0.1
H 1.534858 -1.300872 -0.060483 -0.1 0.1 0.0
H 0.015530 -1.475417 0.823860 0.1 0.1 -0.1
H 2.285656 1.066031 -0.693659 -0.1 0.0 0.1
H 1.569138 2.447124 0.306279 -0.1 -0.1 0.0
H -0.336891 0.456742 2.427752 0.0 0.1 -0.1
H -0.425311 2.067320 1.679638 0.0 -0.2 -0.1
H -1.440796 0.734700 1.081667 0.1 0.0 0.0



No. 6
11
Properties=species:S:1:pos:R:3:forces:R:3 method="wB97M-V/def2-TZVPD" de_lowest_kcal_mol=43.9 e_homo_ev=-10.445 smiles=N#Cc1ncccn1 e_tot_ev=-9700.9182
N -3.656871 0.023815 -0.192021 4.5 -0.7 0.4
C -2.489989 -0.132374 -0.024837 -4.5 -0.1 0.6
C -1.038270 -0.187307 0.289213 -4.1 -7.1 -3.1
N -0.581360 0.907322 0.453228 4.0 8.8 -0.5
C 0.675417 1.172172 -0.090017 -2.5 4.1 3.2
C 1.468833 0.143890 -0.231063 -1.6 -2.6 0.9
C 0.944100 -1.116791 0.114330 -0.5 -2.3 -1.3
N -0.393085 -1.369796 0.021206 2.6 1.1 2.0
H 0.988539 2.305946 -0.066843 -0.7 -2.5 -0.5
H 2.396676 0.222121 -0.566731 4.1 0.3 -1.2
H 1.686014 -1.968999 0.293530 -1.4 1.0 -0.5



No. 7
21
Properties=species:S:1:pos:R:3:forces:R:3 method="wB97M-V/def2-TZVPD" de_lowest_kcal_mol=46.2 e_homo_ev=-8.263 smiles="CCCNCCC=O" e_tot_ev=-9969.1700
C -0.769082 -1.920354 -1.732292 -0.8 0.7 0.7
C -0.098853 -0.590554 -2.148761 -0.3 -1.0 0.3
C 0.401216 0.175857 -0.935483 0.5 -0.9 1.1
N -0.703805 0.692531 -0.166574 0.5 0.0 -0.4
C -0.631386 1.298996 1.143713 -0.3 -0.1 -0.2
C 0.753812 1.306475 1.819523 0.0 -0.3 -1.5
C 1.151976 0.005587 2.440314 -0.5 -0.3 1.1
O 0.998435 -0.198857 3.621490 0.1 0.0 0.0
H -1.500438 -1.726679 -0.938532 0.0 0.1 -0.1
H -1.359435 -2.316837 -2.557150 0.4 -0.4 -0.1
H -0.102243 -2.643730 -1.267182 0.3 -0.1 -0.5
H -0.874266 -0.046101 -2.691251 0.4 0.4 -0.2
H 0.716278 -0.896309 -2.799743 0.1 0.6 -0.3
H 0.906613 -0.595510 -0.321529 0.0 0.0 -0.1
H 1.233514 0.874734 -1.098603 -0.5 0.4 -0.6
H -1.609363 0.639302 -0.587006 -0.1 0.1 0.0
H -0.892891 2.362005 1.070726 -0.2 -0.1 0.2
H -1.365032 0.775399 1.766463 0.1 0.4 0.3
H 1.457692 1.520448 1.004353 0.1 0.3 0.3
H 0.738013 2.117293 2.537939 0.3 -0.1 0.3
H 1.549252 -0.833705 1.839589 0.0 0.3 -0.4



No. 8
41
Properties=species:S:1:pos:R:3:forces:R:3 method="wB97M-V/def2-TZVPD" de_lowest_kcal_mol=332.4 e_homo_ev=-7.606 smiles=CCOc1ccc(-c2nc(CSc3nnc(C)s3)cs2)cc1OC e_tot_ev=-57923.4603
C 5.833977 -4.930312 -0.214299 4.2 -1.7 -0.2
C 5.627156 -4.066077 0.992974 5.1 -0.5 1.4
O 5.006740 -2.845903 0.762762 11.6 -0.6 2.4
C 3.840905 -2.688506 0.537117 -0.4 3.1 -1.2
C 3.022046 -3.615556 0.465408 -8.5 -13.6 2.2
C 1.663803 -3.462908 0.426428 -0.3 0.5 -0.4
C 1.298262 -2.166684 0.247878 -6.6 -1.5 -1.8
C -0.157051 -1.897774 -0.063015 -2.2 3.0 -0.6
N -0.570016 -0.555809 -0.441634 -0.7 -6.3 1.7
C -1.935909 -0.652372 -0.615957 -0.7 -6.6 0.4
C -2.645258 0.468683 -0.893599 -2.1 3.6 -9.8
S -3.174840 1.419233 0.239433 -3.2 5.6 9.4
C -3.130347 3.191118 -0.150423 2.7 -1.9 -0.5
N -2.672814 3.613167 -1.348144 -0.7 -13.7 2.8
N -2.977731 4.694229 -1.613276 0.1 14.5 -0.2
C -3.059219 5.462110 -0.429938 -1.5 3.7 -4.6
C -3.242934 7.017634 -0.468483 -3.2 -3.7 -4.8
S -3.295173 4.595855 0.893125 -0.4 -3.1 1.5
C -2.767295 -1.866075 -0.613226 17.1 3.7 3.3
S -1.517146 -3.143949 -0.009670 0.5 3.3 -1.1
C 2.120227 -1.195445 -0.098360 4.0 3.1 0.8
C 3.468531 -1.481977 0.174376 -2.0 6.4 -1.0
O 4.440557 -0.438804 0.239610 0.9 -12.3 2.4
C 3.988222 0.655278 -0.012727 1.9 13.1 -3.9
H 6.466828 -4.445913 -0.981114 -0.2 -0.3 0.3
H 6.340753 -6.092205 -0.001320 -1.6 3.6 -0.3
H 4.893072 -5.036460 -0.595176 -2.4 -0.8 -1.5
H 5.128513 -4.731916 1.564638 -2.5 -1.3 2.6
H 6.681257 -4.002323 1.698179 -2.8 0.8 -2.3
H 3.012491 -4.885540 0.863229 1.7 3.9 -1.4
H 0.912888 -4.262172 0.417550 0.6 0.3 0.3
H -3.658590 0.381052 -1.546705 2.8 -0.9 0.5
H -1.980023 1.187525 -1.432850 -0.3 -0.7 -0.7
H -3.115441 7.271693 -1.594133 -0.1 -0.3 1.9
H -2.480133 7.387938 0.043229 2.8 2.3 2.5
H -4.293899 7.262384 -0.220641 0.9 0.3 0.4
H -3.622078 -2.120188 -0.726018 -10.7 -2.6 -1.5
H 1.788409 -0.170495 -0.334682 0.1 -0.9 0.1
H 5.035772 1.254014 -0.077458 -2.0 -0.2 -0.3
H 3.512803 1.376005 0.617000 -1.3 -0.5 1.8
H 3.572221 0.897802 -0.990791 -0.3 -0.7 -0.6